C24H30BN10OPRuSe | ωB97M-V/def2-TZVPD

Geometry (Å):
1 H 3.396 -2.954 1.240
2 H -0.937 -1.004 4.957
3 O -2.030 0.333 1.746
4 H 7.291 0.612 0.129
5 H -0.518 0.648 4.446
6 H -2.278 -2.544 2.455
7 H -3.124 1.735 4.155
8 H -0.898 -2.932 1.066
9 H -3.214 3.086 -5.987
10 C 2.289 0.322 -3.421
11 N 0.995 0.223 -1.605
12 N 4.838 -1.578 0.229
13 Se -1.602 2.212 -0.580
14 H -0.477 -2.356 -1.986
15 C -2.905 2.913 -4.964
16 H -0.297 2.603 2.168
17 Ru -0.493 0.179 0.038
18 N 2.287 0.063 -1.225
19 H -0.005 -0.741 3.462
20 C 0.155 -2.714 1.026
21 N -3.668 -2.118 -1.484
22 H 2.034 3.097 3.520
23 H 3.812 1.354 2.389
24 N -1.845 -1.073 -0.918
25 H -3.749 -0.367 -0.252
26 H -4.437 0.767 3.454
27 N 0.879 1.216 1.106
28 C -2.236 1.377 -3.242
29 C 1.232 -3.517 1.378
30 H 2.612 0.404 -4.444
31 C 3.080 0.118 -2.308
32 C -3.164 -1.087 -0.799
33 H 6.853 -2.090 0.066
34 C 0.988 0.383 -2.927
35 C 6.346 0.097 0.166
36 C -2.775 3.984 -4.084
37 H -2.337 4.588 -2.073
38 H 1.210 -4.521 1.765
39 H -4.646 -2.348 -1.564
40 C -0.799 -0.346 4.099
41 H -2.959 4.994 -4.427
42 N 4.195 -0.388 0.316
43 C -3.508 0.724 4.022
44 C 6.123 -1.300 0.148
45 C -2.413 3.763 -2.770
46 H 4.150 0.021 -2.224
47 H -3.699 0.273 4.997
48 H 0.070 0.538 -3.469
49 H -2.771 0.781 -5.222
50 H -2.775 -3.678 -2.688
51 C -2.123 2.457 -2.349
52 N 1.941 -1.558 0.634
53 H -3.148 -2.349 3.991
54 H -1.989 0.375 -2.917
55 B 2.703 -0.269 0.224
56 C 2.780 1.533 2.142
57 C -2.629 -2.802 -2.081
58 H -3.923 -1.866 2.464
59 C 2.349 -2.745 1.114
60 N 0.596 -1.535 0.580
61 C 5.100 0.640 0.262
62 N 2.169 0.843 1.171
63 C 0.678 2.161 2.038
64 H 4.792 1.674 0.258
65 P -2.307 -0.253 3.124
66 C -1.499 -2.147 -1.721
67 C 1.859 2.396 2.721
68 C -2.978 -1.918 3.005
69 C -2.649 1.610 -4.537

Charge: +2
Kohn-Sham gap (alpha / beta) in eV: 4.753 / 4.716
Calculated total energy in eV: -120207.8163
Energy relative to the best compared isomer or geometry (same formula, charge and spin) in eV: 1.023
Molecular weight in Da: 696.39

Atomic partial charges in e from the Löwdin method, atoms 1 to 8: number 1, H, carries 0.11; number 2, H, carries 0.07; number 3, O, carries -0.52; number 4, H, carries 0.11; number 5, H, carries 0.06; number 6, H, carries 0.03; number 7, H, carries 0.07; number 8, H, carries 0.09

C24H30ClF4NO7S2 | ωB97M-V/def2-TZVPD

Geometry (Å):
1 H -0.733 1.039 -1.075
2 O -0.391 -1.534 -0.935
3 C -1.913 2.500 1.085
4 S -1.442 1.377 2.561
5 C 1.378 -3.797 2.279
6 F -6.288 4.835 1.120
7 H -4.628 0.418 -1.376
8 H 2.027 -0.936 -0.175
9 O -1.298 2.205 3.898
10 H -0.100 3.877 2.298
11 H 2.457 3.632 0.358
12 C 3.591 -3.062 0.718
13 H -2.001 -2.543 -1.965
14 O 1.996 -1.207 2.045
15 F -4.512 5.905 -0.082
16 H 4.706 -4.995 -0.314
17 H -0.212 1.031 -3.413
18 O -4.146 3.807 1.022
19 C -0.677 -1.016 0.444
20 H 0.532 -7.155 -2.902
21 C 0.350 3.823 1.203
22 H 2.380 4.203 2.146
23 H 4.318 -2.259 0.243
24 C -3.950 0.890 -0.516
25 H 2.919 -7.010 0.772
26 H 2.640 0.471 0.913
27 C 2.338 -2.581 1.657
28 H -0.406 -3.541 -1.709
29 C 1.404 1.576 -1.327
30 H 2.139 -6.430 -2.637
31 C 3.809 -4.687 0.397
32 F 0.370 5.277 0.775
33 C -0.571 2.896 0.162
34 C -3.048 1.591 0.329
35 O 0.832 -6.283 -1.063
36 H -1.552 -3.280 -0.195
37 C -1.140 -2.781 -1.178
38 Cl 3.149 2.555 -3.296
39 N -0.955 3.920 -0.867
40 H -2.247 4.859 1.234
41 C -4.804 5.117 1.141
42 C 1.374 2.541 -2.638
43 C 1.797 -0.340 0.834
44 O 0.094 0.794 2.184
45 H 2.439 1.793 -0.799
46 H 1.182 1.286 -4.657
47 C -2.751 3.859 1.573
48 C -1.703 3.517 -1.904
49 C 1.332 -7.004 -2.174
50 H 2.133 2.367 1.842
51 C 0.103 1.518 -0.359
52 H 1.721 -7.969 -1.838
53 H -2.884 3.921 2.739
54 C 1.902 3.415 1.385
55 C 0.493 1.866 -3.890
56 H 0.796 -6.131 2.493
57 H -1.814 -0.860 0.647
58 F -4.547 5.838 2.409
59 C 0.257 0.326 0.809
60 O -2.523 0.303 2.866
61 C 2.810 -5.864 1.000
62 S -2.795 2.930 -3.116
63 H -0.347 -1.913 1.160
64 H 0.119 -6.816 -0.674
65 H -0.225 2.632 -4.408
66 H 0.484 -3.462 2.996
67 C 1.580 -5.395 1.978
68 H 1.123 3.666 -2.452
69 H 1.528 0.477 -1.784

Charge: 0
Kohn-Sham gap in eV: 7.220
Calculated total energy in eV: -86234.9574
Molecular weight in Da: 620.08
SMILES: C#C[C@]1(COC(F)(F)F)[C@@](N=C=S)([C@@H](C)F)[C@@H](C[C@H](C)Cl)[C@@](COC)(COc2ccccc2)OS1(=O)=O.CO

Atomic partial charges in e from the Löwdin method, atoms 1 to 8: number 1, H, carries 0.15; number 2, O, carries -0.26; number 3, C, carries -0.26; number 4, S, carries 0.88; number 5, C, carries -0.01; number 6, F, carries 0.02; number 7, H, carries 0.09; number 8, H, carries 0.15

C24H30F18O12 | ωB97M-V/def2-TZVPD

Geometry (Å):
1 H 18.351 4.428 -1.730
2 H 7.610 8.720 -2.024
3 C 14.384 1.043 -7.351
4 H 11.868 1.473 -0.019
5 H 10.252 1.372 -3.896
6 C 17.382 -0.764 -8.597
7 F 8.106 10.318 -6.451
8 H 9.520 6.528 -2.912
9 F 13.813 2.884 3.884
10 F 12.360 1.593 4.859
11 H 10.192 7.815 -1.871
12 H 14.213 -0.176 1.022
13 O 11.234 1.052 2.435
14 C 10.396 2.280 -3.315
15 H 10.156 -1.123 1.083
16 H 12.328 1.924 -2.654
17 H 13.678 0.779 -8.142
18 H 14.590 3.157 -7.669
19 C 14.351 2.466 -6.861
20 C 8.186 8.154 -2.763
21 C 7.225 -0.085 4.493
22 H 7.841 -0.417 0.606
23 C 15.895 -0.481 -8.278
24 F 17.901 -1.584 -7.669
25 H 14.081 0.372 -6.538
26 F 11.748 3.496 4.067
27 C 8.016 -1.376 1.090
28 H 15.090 2.540 -6.065
29 O 14.742 4.833 -3.661
30 H 17.662 6.653 -2.414
31 C 13.383 6.608 -2.791
32 F 7.931 0.894 5.078
33 H 12.388 2.677 -4.270
34 O 9.999 1.994 -1.966
35 O 7.910 -1.193 2.516
36 H 13.358 2.724 -6.500
37 H 8.953 6.771 -1.285
38 O 15.706 6.378 -2.376
39 H 9.494 -1.980 -0.323
40 C 9.580 3.026 -1.254
41 C 9.285 7.301 -2.180
42 F 7.587 -1.239 5.048
43 C 12.556 2.465 3.852
44 H 12.553 -0.769 0.696
45 O 13.081 2.020 1.581
46 O 8.787 9.086 -3.672
47 F 18.117 0.347 -8.637
48 H 12.067 3.594 -2.804
49 C 7.442 -0.041 2.961
50 F 17.456 -1.384 -9.782
51 C 12.894 1.339 0.316
52 O 7.089 10.555 -3.645
53 C 9.413 -1.855 0.756
54 H 17.088 4.969 -0.626
55 H 7.434 7.528 -3.250
56 F 13.574 7.772 -2.189
57 C 11.859 2.656 -3.323
58 C 12.206 1.733 2.525
59 O 15.707 0.728 -7.794
60 F 7.615 2.584 -0.153
61 H 13.510 1.931 -0.361
62 F 10.044 10.403 -5.495
63 C 14.699 5.817 -2.974
64 H 9.752 3.060 -3.719
65 O 7.296 0.982 2.366
66 O 9.556 4.168 -1.605
67 C 8.762 10.735 -5.357
68 C 8.093 10.115 -4.117
69 O 15.063 -1.323 -8.452
70 C 17.011 5.803 -2.609
71 H 16.716 3.771 -1.885
72 C 17.288 4.667 -1.653
73 C 13.340 -0.088 0.377
74 H 17.130 5.510 -3.651
75 F 12.529 5.881 -2.046
76 F 9.184 3.465 1.049
77 H 13.620 -0.435 -0.620
78 F 8.679 12.065 -5.297
79 F 5.924 0.132 4.749
80 F 12.809 6.801 -3.974
81 H 9.661 -2.765 1.304
82 C 8.933 2.593 0.084
83 H 7.263 -2.095 0.771
84 F 9.365 1.395 0.470

Charge: 0
Kohn-Sham gap in eV: 11.233
Calculated total energy in eV: -98861.1209
Energy relative to the best compared isomer or geometry (same formula, charge and spin) in eV: 0.620
Molecular weight in Da: 852.46
SMILES: CCOC(=O)C(F)(F)F.CCOC(=O)C(F)(F)F.CCOC(=O)C(F)(F)F.CCOC(=O)C(F)(F)F.CCOC(=O)C(F)(F)F.CCOC(=O)C(F)(F)F

Atomic partial charges in e from the Löwdin method, atoms 1 to 8: number 1, H, carries 0.08; number 2, H, carries 0.12; number 3, C, carries -0.22; number 4, H, carries 0.10; number 5, H, carries 0.13; number 6, C, carries -0.54; number 7, F, carries 0.16; number 8, H, carries 0.07

C24H30F4N6O12 | ωB97M-V/def2-TZVPD

Geometry (Å):
1 C 0.731 0.571 3.143
2 H 1.349 -2.617 -0.520
3 C 2.038 0.028 3.622
4 O -0.569 -3.781 2.559
5 N 1.405 3.255 0.013
6 C 0.069 4.034 1.441
7 F -2.301 -1.871 -0.576
8 N -2.098 3.014 0.301
9 H 3.062 -2.766 -1.179
10 H -0.648 -0.611 2.547
11 N 2.756 -4.122 1.630
12 H 4.173 2.487 1.433
13 C -1.152 3.454 0.799
14 C -1.049 -1.577 2.241
15 H -0.496 -2.351 -0.007
16 O -0.054 0.617 -3.438
17 O 1.146 0.334 0.521
18 O -1.305 -3.049 -3.060
19 O -2.270 -5.057 -2.803
20 C 1.156 0.496 -5.312
21 C -2.611 3.806 -1.722
22 C 0.897 -0.507 -0.482
23 H 0.645 4.558 0.679
24 C 2.205 -3.261 -0.723
25 H 0.527 -0.023 -6.035
26 F -2.159 0.802 -0.202
27 C -1.727 -4.129 -2.298
28 H 0.225 1.917 -0.030
29 H -2.177 1.973 -0.786
30 C -2.676 2.367 -1.671
31 C -1.995 2.106 2.944
32 H -0.168 4.668 2.296
33 O 1.789 -1.192 -0.971
34 C 0.040 1.137 0.709
35 H 2.053 -1.046 3.438
36 H 0.729 3.233 1.774
37 F 2.103 1.146 -5.996
38 H 3.106 1.040 1.521
39 N -0.309 0.972 2.784
40 C 0.349 1.477 -4.518
41 C 0.880 -0.325 -3.309
42 O 1.775 -0.203 -4.244
43 H -0.108 1.579 1.694
44 H 0.431 -2.163 -2.353
45 C -1.206 -2.548 -0.810
46 C 3.509 1.823 0.880
47 C -0.130 -3.461 1.288
48 H -2.130 1.937 4.012
49 H 2.108 0.180 4.699
50 H 0.398 -2.287 3.534
51 H -3.743 2.166 -1.572
52 C 2.511 -3.715 0.598
53 F -1.410 -2.658 4.315
54 H 2.845 0.623 3.194
55 H -0.974 -1.101 -2.503
56 O -0.422 -0.565 -0.785
57 H -0.484 1.826 -5.127
58 H 4.050 1.358 0.056
59 O 0.342 -4.221 0.495
60 C -1.047 0.126 0.251
61 O 0.952 -1.206 -2.441
62 N -2.592 0.002 1.649
63 O -0.266 -2.155 1.182
64 N -2.563 4.960 -1.810
65 C -0.624 -2.539 3.252
66 O -1.550 -3.903 -1.041
67 H 0.967 2.326 -4.226
68 C -2.328 0.928 2.249
69 H -1.019 2.530 2.707
70 H -1.416 -0.535 1.035
71 C -0.650 -2.104 -2.227
72 H -2.700 2.919 2.776
73 H -2.078 -1.476 1.895
74 C 2.371 2.672 0.401
75 H 1.851 -4.171 -1.209
76 H -2.338 1.848 -2.568

Charge: 0
Kohn-Sham gap in eV: 7.373
Calculated total energy in eV: -69720.0524
Energy relative to the best compared isomer or geometry (same formula, charge and spin) in eV: 34.047
Molecular weight in Da: 670.53

Atomic partial charges in e from the Löwdin method, atoms 1 to 8: number 1, C, carries -0.04; number 2, H, carries 0.06; number 3, C, carries 0.03; number 4, O, carries 0.18; number 5, N, carries 0.08; number 6, C, carries -0.08; number 7, F, carries 0.16; number 8, N, carries 0.13

> Which of these has the highest molecular weight?

C24H30F18O12